[1]
The following is a quantum chemistry calculation of a 3-piece molecular cluster, C20H37BN3O6 overall in a non-equilibrium geometry, from the OMol25 dataset.

Cartesian coordinates (Å):
C (-1.778, 2.792, 0.415)
C (-2.125, 1.464, -0.407)
N (-1.864, 0.183, 0.368)
C (-2.908, 0.126, 1.440)
C (-3.241, -1.329, 2.015)
B (-2.014, -2.019, 2.908)
C (-2.579, -3.296, 3.774)
C (-3.786, -4.122, 3.045)
C (-1.393, -0.952, 4.049)
C (0.157, -0.585, 3.834)
C (0.428, 0.527, 2.692)
N (1.856, 0.988, 2.905)
N (-0.877, -2.321, 1.920)
C (-0.758, -3.550, 1.615)
O (-0.932, -4.744, 1.247)
C (-2.067, -0.868, -0.672)
C (-0.903, -1.841, -1.200)
O (-3.204, -1.018, -1.232)
H (-2.149, 3.679, -0.233)
H (-0.663, 2.977, 0.579)
H (-2.372, 2.889, 1.400)
H (-3.181, 1.501, -0.852)
H (-1.380, 1.424, -1.293)
H (-2.636, 0.904, 2.239)
H (-3.891, 0.523, 0.960)
H (-4.103, -1.181, 2.780)
H (-3.664, -2.027, 1.213)
H (-1.761, -3.994, 4.190)
H (-3.086, -2.843, 4.717)
H (-3.470, -4.258, 1.956)
H (-3.975, -5.147, 3.540)
H (-4.749, -3.483, 3.082)
H (-2.048, 0.003, 4.141)
H (-1.456, -1.440, 5.100)
H (0.506, -0.082, 4.823)
H (0.847, -1.505, 3.729)
H (-0.327, 1.382, 2.698)
H (0.454, -0.054, 1.697)
H (1.930, 1.595, 3.730)
H (2.230, 1.426, 2.054)
H (-0.039, -1.815, -0.439)
H (-1.340, -2.909, -1.125)
H (-0.548, -1.599, -2.253)
O (1.828, -0.335, -2.696)
C (1.422, -0.154, -3.814)
O (0.473, -0.922, -4.416)
C (0.310, -0.498, -5.773)
C (0.818, 0.925, -5.810)
C (1.909, 0.907, -4.761)
H (0.890, -1.164, -6.419)
H (-0.743, -0.563, -6.054)
H (1.164, 1.234, -6.798)
H (0.023, 1.611, -5.501)
H (2.870, 0.597, -5.178)
H (1.999, 1.870, -4.258)
O (2.788, 3.610, 0.214)
C (3.576, 3.169, -0.580)
O (3.472, 3.334, -1.928)
C (4.510, 2.592, -2.578)
C (5.583, 2.405, -1.531)
C (4.778, 2.326, -0.250)
H (4.095, 1.640, -2.922)
H (4.875, 3.152, -3.442)
H (6.210, 1.530, -1.710)
H (6.232, 3.286, -1.503)
H (4.450, 1.306, -0.037)
H (5.327, 2.740, 0.596)

2S+1	1
max |F|	7.3	eV Å⁻¹
charge	-1
HOMO-LUMO gap	6.67	eV
E_tot	-38771.2825	eV

=====

[2]
The following is a quantum chemistry calculation of one molecule with the formula C5H7PS in a non-equilibrium geometry, from the OMol25 dataset.

Cartesian coordinates (Å):
C (0.195, 0.746, 0.004)
C (-0.539, -1.430, 0.003)
C (-0.923, -0.126, 0.006)
C (1.395, 0.099, -0.001)
C (-2.338, 0.348, 0.014)
P (3.027, 0.890, 0.004)
S (1.168, -1.627, -0.002)
H (0.113, 1.819, 0.007)
H (-1.162, -2.303, 0.004)
H (-2.545, 0.930, -0.884)
H (-3.025, -0.494, 0.052)
H (-2.515, 0.987, 0.877)
H (3.558, 0.126, -1.038)
H (3.591, 0.037, 0.955)

2S+1	3
max |F|	6.6	eV Å⁻¹
charge	0
HOMO-LUMO gap (alpha / beta)	5.85 / 6.57	eV
E_tot	-25418.1462	eV
ΔE to the lowest compared entry with this formula, charge and spin	135.9	kJ/mol

=====

[3]
The following is a quantum chemistry calculation of one molecule with the formula C3H7N3O2, from the OMol25 dataset.

Cartesian coordinates (Å):
N (0.435, 0.387, 0.043)
C (-0.856, 0.968, -0.153)
C (0.561, -1.014, 0.021)
N (-0.752, 2.277, -0.488)
C (1.102, -1.629, -1.018)
O (1.153, 0.999, 1.099)
O (0.092, -1.635, 1.151)
N (-1.976, 0.385, -0.115)
H (0.806, 0.666, 1.944)
H (0.218, -2.587, 1.079)
H (-1.594, 2.823, -0.458)
H (0.122, 2.727, -0.278)
H (-1.949, -0.609, 0.101)
H (1.189, -2.699, -1.067)
H (1.448, -1.058, -1.859)

2S+1	1
max |F|	0.7	eV Å⁻¹
charge	0
HOMO-LUMO gap	9.61	eV
SMILES	[H]/N=C(/N)N(O)C(=C)O
E_tot	-11787.5418	eV
ΔE to the lowest compared entry with this formula, charge and spin	363.9	kJ/mol